[1]
A cluster of 7 separate species, C5H27N3O6 in total at a distorted geometry. Source: the Open Molecules 2025 dataset; level of theory: ωB97M-V/def2-TZVPD.

Positions of all 41 atoms, in Å:
C  -0.55663  -1.43667  0.01989
C  -1.74122  -0.45183  -0.00671
C  -1.54892  0.66133  -1.05415
C  -0.22622  1.42574  -0.91275
N  0.10234  1.79844  0.45876
C  1.07951  2.54239  0.91211
N  1.24016  2.77131  2.20806
N  -0.47598  -2.25460  -1.24252
H  -0.66023  -2.17970  0.81956
H  0.40251  -0.92089  0.21232
H  -2.64252  -1.00454  -0.23128
H  -1.94241  -0.09125  1.00245
H  -1.79913  0.21961  -2.02347
H  -2.35010  1.38863  -0.89670
H  0.56757  0.78792  -1.37077
H  -0.27998  2.38718  -1.45279
H  -0.35807  1.25122  1.19246
H  1.80771  2.87112  0.17088
H  1.91937  3.46616  2.47168
H  0.44336  2.56670  2.79157
H  0.39422  -2.81780  -1.13723
H  -0.44305  -1.85773  -2.19454
H  -1.24085  -2.93682  -1.25453
H  2.27288  -3.77927  0.47473
H  2.67065  -2.63088  -0.47398
O  1.91005  -3.05844  -0.04687
H  3.79303  -1.22982  -2.89284
H  3.53695  0.23760  -2.79249
O  3.11800  -0.59911  -2.57536
H  -0.36978  -3.12782  3.98925
H  -1.70650  -2.38577  4.28270
O  -0.93016  -2.40418  3.69847
H  -1.04179  -0.58416  -4.24123
H  -1.80606  -1.85239  -4.49558
O  -1.28868  -1.41375  -3.78672
H  -0.93474  -0.72016  3.03239
H  -0.13121  0.39281  3.79217
O  -0.42990  0.11005  2.91245
H  -0.17546  5.21842  0.96409
H  -0.25969  5.01828  -0.56820
O  0.08097  4.62266  0.24471

Kohn-Sham gap in eV: 11.5
HOMO level in eV: -16.5
Relative energy (zero: lowest compared OMol25 entry of this formula, charge and spin) in kcal per mole: 17.8
Charge: +2

[2]
A structure of composition C4H8N2O at a distorted geometry. Source: the Open Molecules 2025 dataset; level of theory: ωB97M-V/def2-TZVPD.

Positions of all 15 atoms, in Å:
C  1.53908  0.15194  1.49641
C  -0.00053  0.04153  1.24535
C  -0.19364  -0.36999  -1.20147
C  -1.11946  -0.97259  -1.97421
H  1.76539  -0.66403  0.94504
H  1.91917  0.98634  1.10856
H  1.42754  -0.28485  2.53213
H  -0.29852  -1.28446  1.56433
H  -0.28508  0.77673  2.09282
H  0.71699  -0.31502  -1.73286
H  -2.05621  -0.71066  -1.78814
H  -0.43814  -1.31045  -3.02302
N  -0.55535  0.39366  0.01013
N  -1.06883  1.56129  -0.09832
O  -1.35242  2.00058  -1.17674

Kohn-Sham gap in eV: 10.0
HOMO level in eV: -9.1
Relative energy (zero: lowest compared OMol25 entry of this formula, charge and spin) in kcal per mole: 182.2

[3]
A cluster of 2 separate species, C4H4 in total at a distorted geometry. Source: the Open Molecules 2025 dataset; level of theory: ωB97M-V/def2-TZVPD.

Positions of all 8 atoms, in Å:
C  -0.67862  0.74016  0.01192
C  -1.39593  1.78418  -0.28391
C  0.48153  -0.06856  0.81452
C  -0.18456  -0.64387  -0.44761
H  1.37853  0.44211  0.45953
H  0.45086  -0.52107  1.76525
H  -0.84330  -1.48230  -0.48700
H  0.79148  -0.25064  -1.83269

Kohn-Sham gap (alpha / beta) in eV: 7.2 / 7.0
HOMO level (alpha / beta) in eV: -7.3 / -9.9
Relative energy (zero: lowest compared OMol25 entry of this formula, charge and spin) in kcal per mole: 99.0
2S+1: 3

[4]
A cluster of 13 separate species, C48H132N10O17 in total at a distorted geometry. Source: the Open Molecules 2025 dataset; level of theory: ωB97M-V/def2-TZVPD.

Positions of all 207 atoms, in Å:
C  2.59407  0.88945  -2.06821
O  3.72276  1.72309  -2.03044
C  4.83108  1.13823  -2.67716
C  5.94025  2.15274  -2.73394
N  6.43030  2.57123  -1.44384
C  7.30526  1.71053  -0.65711
C  7.79179  2.35322  0.64643
O  6.67303  2.84070  1.39697
C  6.97262  3.60349  2.49390
H  2.36644  0.58633  -3.06553
H  1.75239  1.40692  -1.57401
H  2.71278  -0.11444  -1.60977
H  4.52611  0.92359  -3.68807
H  5.12632  0.17625  -2.16962
H  5.63574  3.09142  -3.21725
H  6.79490  1.83261  -3.29632
H  5.60139  2.67691  -0.87046
H  8.13715  1.44362  -1.24893
H  6.75617  0.84096  -0.28544
H  8.48351  3.19461  0.56530
H  8.29520  1.57231  1.30822
H  5.99600  4.04748  2.87051
H  7.64093  4.44572  2.22006
H  7.49732  3.09953  3.27712
C  -4.60148  0.61440  -2.86722
O  -5.52320  0.21310  -1.94607
C  -5.22262  0.79596  -0.70197
C  -6.21643  0.24138  0.25400
N  -6.28202  -1.16929  0.33760
C  -5.11162  -1.68875  1.09354
C  -5.10212  -3.14908  1.39276
O  -5.13865  -3.84072  0.14941
C  -4.65967  -5.16309  0.14761
H  -4.54748  1.74227  -3.02597
H  -4.73903  0.11752  -3.83995
H  -3.55934  0.30205  -2.60597
H  -5.31885  1.90819  -0.79165
H  -4.16137  0.63233  -0.44198
H  -7.20407  0.59608  -0.12617
H  -6.18277  0.70024  1.24675
H  -6.58337  -1.67566  -0.46724
H  -5.21653  -1.13442  2.05043
H  -4.17604  -1.35753  0.70578
H  -5.97466  -3.38627  1.98816
H  -4.17686  -3.44676  1.91696
H  -5.39488  -5.80745  0.62712
H  -3.74058  -5.22576  0.75307
H  -4.51498  -5.50260  -0.83868
C  -8.99870  1.75260  2.22052
O  -7.76730  1.58899  2.92446
C  -7.01798  2.78684  3.04812
C  -6.31950  2.79140  4.44335
N  -5.40117  1.67874  4.56253
C  -4.77959  1.67024  5.90008
C  -3.65712  0.71100  6.01989
O  -4.09937  -0.54364  5.56420
C  -3.18488  -1.54803  5.82088
H  -9.53933  0.85153  2.41330
H  -8.87322  1.85632  1.14567
H  -9.51736  2.66555  2.62801
H  -7.74723  3.61698  3.06251
H  -6.34206  2.98879  2.23377
H  -7.10546  2.65972  5.20728
H  -5.74940  3.68113  4.62164
H  -5.87468  0.78882  4.38311
H  -5.54603  1.57584  6.70582
H  -4.33194  2.62529  5.98494
H  -3.39339  0.65957  7.06242
H  -2.89930  1.12617  5.32509
H  -2.28693  -1.25894  5.33499
H  -3.66623  -2.47459  5.50780
H  -2.96812  -1.65980  6.89841
C  -3.82687  -2.93250  -2.66653
O  -3.04544  -4.07657  -2.36461
C  -1.94235  -3.84568  -1.49905
C  -0.93990  -4.98384  -1.76850
N  -0.46281  -4.86025  -3.14215
C  0.46542  -5.93898  -3.53812
C  1.88439  -5.57923  -3.10629
O  2.84255  -6.32794  -3.79314
C  4.18632  -5.92077  -3.45483
H  -3.44949  -2.45933  -3.60916
H  -3.75812  -2.23569  -1.86877
H  -4.87824  -3.29939  -2.90519
H  -2.18508  -3.93698  -0.46034
H  -1.43676  -2.93998  -1.75419
H  -1.35074  -5.96294  -1.48652
H  -0.01354  -4.85218  -1.12496
H  -1.37929  -4.91550  -3.77430
H  0.40631  -6.06825  -4.61584
H  0.08898  -6.96036  -3.15955
H  2.10984  -5.83141  -2.02342
H  2.04389  -4.47958  -3.13719
H  4.30075  -4.87771  -3.80455
H  4.83158  -6.59677  -4.02575
H  4.33511  -5.85063  -2.39021
O  -3.34365  1.91334  2.68216
H  -4.04394  1.76602  3.35911
H  -3.68688  1.55186  1.90927
O  1.36728  3.61261  4.18620
H  0.87735  4.27333  4.60228
H  1.13841  3.57375  3.24410
O  3.13457  -2.42126  -0.37863
H  2.98274  -1.61902  0.23475
H  2.66859  -3.08384  0.17368
C  3.24871  4.03864  1.68235
C  2.68007  4.65288  0.41210
C  1.50066  5.58354  0.73893
O  0.45573  4.68931  1.17595
C  -0.86133  5.22777  1.14215
N  3.68326  5.50869  -0.17624
H  2.61569  3.14607  2.00912
H  3.22911  4.69893  2.53407
H  4.28188  3.69706  1.49400
H  2.32896  3.80103  -0.23370
H  1.23367  6.15819  -0.12771
H  1.87800  6.31801  1.48505
H  -1.48664  4.33170  1.01593
H  -1.05232  5.89527  0.25880
H  -1.10865  5.84868  2.03562
H  4.53125  5.01819  -0.29403
H  3.23247  5.93860  -1.05050
C  0.85987  -0.87678  -5.61730
C  -0.22084  -0.69509  -4.53420
C  -1.60963  -0.65919  -5.11345
O  -1.53299  0.10768  -6.30852
C  -2.77657  0.48694  -6.79680
N  -0.07445  -1.67754  -3.43234
H  0.47496  -1.38394  -6.47999
H  1.77002  -1.30747  -5.24939
H  1.13957  0.12188  -5.94840
H  0.00420  0.30719  -4.16034
H  -2.23326  -0.24128  -4.25809
H  -2.10329  -1.68824  -5.32878
H  -3.19595  1.42316  -6.32438
H  -3.49000  -0.35059  -6.76655
H  -2.61105  0.76805  -7.85488
H  -0.32411  -2.63270  -3.65733
H  0.83320  -1.65861  -3.00118
C  3.45839  4.14930  -4.45692
C  2.22015  4.91272  -4.43955
C  1.04101  3.87040  -4.81791
O  -0.16524  4.48331  -4.74879
C  -1.20708  3.57687  -5.13993
N  1.87208  5.38672  -3.09493
H  3.95992  3.92959  -5.37681
H  3.36514  3.20161  -4.00548
H  4.18833  4.63914  -3.82946
H  2.18597  5.83103  -5.08742
H  1.17272  3.02690  -4.08673
H  1.29772  3.49771  -5.79977
H  -2.16616  4.16360  -5.17797
H  -1.31754  2.95185  -4.29631
H  -0.86225  3.04101  -6.03707
H  2.01784  4.59138  -2.49419
H  0.87582  5.62104  -3.06118
C  -0.83352  -4.14249  2.91942
C  0.59682  -3.78013  2.52041
C  1.50231  -5.00302  2.54930
O  1.18256  -5.68678  3.80574
C  1.93093  -6.86479  3.90250
N  0.86938  -3.01779  1.29695
H  -0.85865  -4.47061  3.97002
H  -1.34248  -4.89765  2.34665
H  -1.40713  -3.23058  2.89163
H  0.84979  -3.05707  3.37418
H  2.48393  -4.56256  2.53448
H  1.23254  -5.64495  1.67379
H  3.03408  -6.73360  3.92651
H  1.73929  -7.46553  2.99494
H  1.55944  -7.41843  4.79394
H  0.92617  -2.03131  1.41664
H  0.16994  -3.26515  0.51876
C  -0.79002  1.79908  -0.94826
C  -0.40778  0.65250  -0.05188
C  -0.33238  1.15599  1.44351
O  -0.15041  -0.02944  2.20457
C  -0.17786  0.05026  3.55235
N  -1.36190  -0.45681  -0.11203
H  -0.85153  1.54234  -2.04245
H  -0.04625  2.67380  -0.76913
H  -1.65621  2.27037  -0.58202
H  0.61323  0.35552  -0.30967
H  -1.23186  1.74363  1.78781
H  0.55517  1.81693  1.50825
H  -1.13482  0.45643  3.87595
H  0.66580  0.69359  3.92350
H  -0.03933  -0.99953  3.94681
H  -1.44020  -0.95197  -0.97305
H  -1.01097  -1.19726  0.52813
C  4.07869  0.57184  4.20735
C  4.18886  0.25383  2.68375
C  5.42714  -0.58038  2.34460
O  5.40354  -1.75735  3.02377
C  5.69444  -2.94043  2.23090
N  3.00873  -0.43999  2.16051
H  4.08700  -0.40219  4.65324
H  3.23215  1.20469  4.44789
H  5.01481  1.04668  4.49653
H  4.29221  1.15096  2.04612
H  6.36650  -0.00609  2.51433
H  5.41579  -0.67667  1.24494
H  4.98786  -2.99570  1.45987
H  5.66553  -3.77742  2.90854
H  6.69767  -2.91974  1.91664
H  3.07840  -1.37226  2.66115
H  2.19604  -0.08041  2.55083

Kohn-Sham gap in eV: 8.9
HOMO level in eV: -8.3
Relative energy (zero: lowest compared OMol25 entry of this formula, charge and spin) in kcal per mole: 0.0

[5]
A structure of composition C14H30O7V at a distorted geometry. Source: the Open Molecules 2025 dataset; level of theory: ωB97M-V/def2-TZVPD.

Positions of all 52 atoms, in Å:
V  0.29773  0.07921  -0.10607
C  2.77510  1.41592  -0.30968
C  3.07994  0.36929  0.76653
O  1.86655  -0.31613  1.13930
C  1.57151  -0.44413  2.53963
C  0.20548  -1.12328  2.62257
O  -0.73035  -0.59658  1.66095
C  -1.61690  0.43856  2.10875
C  -0.93666  1.79801  2.07720
O  -0.28031  2.00970  0.81158
C  -0.96309  2.84440  -0.14504
C  -1.67651  1.99260  -1.18691
O  -0.82037  0.94337  -1.65668
C  0.05415  1.22783  -2.76650
C  1.41718  1.73096  -2.30167
O  1.82585  0.85801  -1.23202
H  3.70179  1.68159  -0.82061
H  2.34932  2.31683  0.14341
H  3.51517  0.87131  1.63053
H  3.79274  -0.36933  0.39960
H  1.57569  0.53851  3.01722
H  2.31688  -1.07591  3.02683
H  -0.19075  -1.03520  3.63479
H  0.31512  -2.18200  2.38700
H  -1.98731  0.22649  3.11366
H  -2.45151  0.41381  1.40997
H  -0.16503  1.86398  2.84396
H  -1.66767  2.58330  2.26978
H  -0.20480  3.47614  -0.60687
H  -1.67751  3.49707  0.35656
H  -2.01674  2.61763  -2.01417
H  -2.53574  1.48433  -0.75140
H  -0.40331  1.94444  -3.44894
H  0.18396  0.27986  -3.28875
H  1.36962  2.76255  -1.94502
H  2.12806  1.67422  -3.12711
C  -3.33043  -1.82048  0.28498
O  -2.30220  -1.25443  -0.52591
C  -1.73403  -2.17557  -1.43996
C  -0.43804  -2.75240  -0.89967
O  0.61745  -1.77110  -1.02540
C  1.91797  -2.36284  -1.16371
H  -4.08951  -2.29831  -0.33695
H  -3.80106  -1.00737  0.83368
H  -2.93027  -2.55366  0.99089
H  -1.52113  -1.63126  -2.36249
H  -2.42833  -2.98590  -1.67141
H  -0.16775  -3.64906  -1.45832
H  -0.55782  -3.01493  0.15529
H  1.91356  -3.06821  -1.99459
H  2.21423  -2.88606  -0.25262
H  2.62011  -1.56575  -1.38618

Kohn-Sham gap (alpha / beta) in eV: 8.6 / 8.2
HOMO level (alpha / beta) in eV: -13.5 / -13.0
Charge: +2
2S+1: 2

What are the E values for these records? In order: -22365.263 -9298.493 -4202.182 -101614.451 -55008.063 eV.